46
Properties=species:S:1:pos:R:3 method="wB97M-V/def2-TZVPD" de_lowest_kcal_mol=115.95 total_charge=+3 fmax_ev_per_a=0.545
W -1.991 0.805 0.063
O -3.595 -0.380 1.532
C -3.271 -1.666 2.038
C -2.386 -2.268 1.007
C -2.228 -3.637 0.934
C -1.391 -4.183 -0.023
C -0.723 -3.320 -0.877
C -0.919 -1.965 -0.753
N -1.753 -1.418 0.166
H -4.422 -0.024 1.882
H -4.170 -2.265 2.175
H -2.762 -1.582 3.002
H -2.776 -4.264 1.625
H -1.268 -5.256 -0.100
H -0.047 -3.681 -1.638
H -0.403 -1.286 -1.406
Se -4.222 1.363 -0.863
Se -3.992 2.420 1.181
Se -1.629 2.887 1.496
Se -1.184 0.953 2.549
N 2.973 0.064 -0.561
C 2.184 1.329 -0.952
O 0.023 0.789 -0.196
C 2.953 1.909 -2.151
I 5.014 2.243 -1.750
H 3.907 0.385 -0.249
H 3.119 -0.502 -1.403
H 2.533 2.878 -2.407
H 2.887 1.250 -3.016
F 2.331 3.090 2.315
C 2.262 2.066 1.489
C 2.227 2.307 0.185
N 0.850 0.864 -1.356
C 0.245 1.611 -2.529
C -1.167 1.537 -2.100
O -1.588 2.437 -1.310
O -1.731 0.396 -2.017
C 2.373 -0.902 0.405
O 2.131 -1.992 -0.004
N 2.261 -0.478 1.685
C 2.134 0.792 2.282
O 1.870 0.844 3.445
H 2.280 3.350 -0.110
H 0.470 1.074 -3.446
H 0.538 2.657 -2.580
H 2.051 -1.228 2.338

44
Properties=species:S:1:pos:R:3 method="wB97M-V/def2-TZVPD" total_charge=-1 fmax_ev_per_a=2.298
C -0.758 3.388 2.716
C 0.399 2.386 2.509
O 0.674 1.592 3.375
N 1.040 2.463 1.227
C 2.048 3.534 1.154
C 1.507 1.190 0.761
C 0.597 0.402 0.072
P -1.115 1.005 -0.135
C -2.200 -0.293 -0.885
C -1.191 2.630 -1.042
C 0.967 -0.894 -0.485
C 2.231 -1.406 -0.358
C 2.499 -2.762 -1.029
C 3.952 -2.944 -1.515
O 4.280 -2.680 -2.649
C 3.208 -0.656 0.384
N 4.471 -1.053 0.607
S 5.091 0.185 1.490
N 3.843 1.226 1.607
C 2.824 0.647 0.938
H -1.726 2.955 2.422
H -0.580 4.239 2.025
H -0.761 3.814 3.729
H 2.555 3.511 0.177
H 2.793 3.410 1.965
H 1.595 4.529 1.334
H -2.177 -1.153 -0.192
H -3.248 0.005 -1.002
H -1.763 -0.682 -1.821
H -1.896 2.557 -1.886
H -1.534 3.412 -0.341
H -0.187 2.963 -1.368
H 0.201 -1.468 -1.022
H 1.869 -2.786 -1.935
H 2.229 -3.606 -0.369
H 4.715 -3.371 -0.817
C -4.537 -3.581 -0.512
C -4.559 -2.972 -1.935
O -3.334 -2.521 -2.251
H -4.250 -2.837 0.238
H -5.538 -3.956 -0.237
H -3.843 -4.424 -0.449
H -5.394 -2.221 -1.912
H -4.995 -3.776 -2.583

7
Properties=species:S:1:pos:R:3 method="wB97M-V/def2-TZVPD" de_lowest_kcal_mol=0.00 total_charge=0 fmax_ev_per_a=1.994
C -0.538 0.203 -0.915
C 0.278 -0.785 -1.153
C 0.651 0.112 1.813
O 0.357 0.371 2.877
O 0.957 -1.687 -1.425
Cl -0.124 1.641 -0.021
H -1.582 0.145 -1.176

16
Properties=species:S:1:pos:R:3 method="wB97M-V/def2-TZVPD" de_lowest_kcal_mol=0.00 total_charge=+1 fmax_ev_per_a=0.910
Cs -2.323 0.941 4.454
C 1.193 -0.092 -1.084
C -0.249 -0.229 -1.530
C -1.130 -0.533 -0.305
S -0.143 -0.136 1.131
O 0.303 -1.331 1.780
O -0.846 0.884 1.910
C 1.180 0.652 0.241
H 1.812 0.404 -1.830
H 1.635 -1.082 -0.937
H -0.335 -1.000 -2.295
H -0.603 0.690 -2.001
H -1.437 -1.574 -0.212
H -2.018 0.092 -0.263
H 2.102 0.622 0.815
H 0.859 1.690 0.124

56
Properties=species:S:1:pos:R:3 method="wB97M-V/def2-TZVPD" de_lowest_kcal_mol=59.41 total_charge=0 fmax_ev_per_a=1.370
C -6.071 1.843 -0.212
C -5.880 0.397 -0.471
N -6.671 -0.300 -1.241
O -6.207 -1.577 -1.271
C -5.115 -1.673 -0.508
C -4.407 -2.962 -0.372
C -4.846 -0.443 0.034
S -3.505 -0.105 1.133
O -3.685 1.205 1.698
O -3.379 -1.210 2.040
N -2.230 -0.197 0.055
C -2.115 0.950 -0.823
C -1.435 2.146 -0.154
C -0.095 1.745 0.470
C 0.950 1.412 -0.598
O 0.700 1.271 -1.778
N 2.199 1.302 -0.100
C 3.332 0.843 -0.892
C 4.537 1.759 -0.686
C 5.224 1.461 0.642
C 5.778 0.041 0.620
C 4.737 -0.966 0.216
C 4.903 -2.303 0.561
C 3.978 -3.258 0.186
C 2.867 -2.887 -0.553
C 2.695 -1.564 -0.906
C 3.621 -0.596 -0.529
C -0.307 0.540 1.400
C -0.970 -0.606 0.636
H -7.129 2.063 -0.100
H -5.524 2.124 0.684
H -5.693 2.422 -1.054
H -3.618 -3.033 -1.120
H -3.953 -3.007 0.615
H -5.101 -3.787 -0.517
H -3.125 1.218 -1.137
H -1.537 0.643 -1.698
H -1.277 2.924 -0.901
H -2.089 2.530 0.631
H 0.290 2.587 1.057
H 2.345 1.383 0.893
H 2.991 0.897 -1.932
H 5.246 1.598 -1.500
H 4.206 2.799 -0.726
H 6.034 2.173 0.812
H 4.514 1.567 1.465
H 6.185 -0.224 1.598
H 6.603 -0.009 -0.098
H 5.772 -2.592 1.135
H 4.124 -4.290 0.468
H 2.140 -3.628 -0.854
H 1.837 -1.262 -1.490
H 0.637 0.194 1.826
H -0.970 0.836 2.217
H -1.188 -1.438 1.307
H -0.323 -0.954 -0.174

14
Properties=species:S:1:pos:R:3 method="wB97M-V/def2-TZVPD" de_lowest_kcal_mol=141.26 total_charge=0 fmax_ev_per_a=8.000
C 0.279 0.661 -0.221
C 0.676 -0.614 -0.260
C 2.166 -1.085 0.170
C -0.524 -1.611 -0.371
C -1.297 0.522 0.334
H 1.686 1.951 -0.753
H 0.371 2.807 -0.961
H -2.245 -1.511 1.115
H -1.313 0.597 1.674
H -1.931 1.233 -0.208
N 0.789 1.932 -0.222
N 3.313 -1.216 0.168
N -1.588 -0.876 -0.118
O -0.383 -2.787 -0.347

Number 1: LUMO level -11.88 eV. Number 2: LUMO level 1.31 eV. Number 3: LUMO level -0.07 eV. Number 4: LUMO level -3.38 eV. Number 5: LUMO level 0.61 eV. Number 6: LUMO level -0.92 eV.